Density functional theory data (wB97M-V/def2-TZVPD) for C19H32CuFN4OS3 as an isolated structure.

Structure (ORCA input):
```
! RIJCOSX wB97M-V def2-TZVPD def2/J DEFGRID3
* xyz 0 1
Cu -0.86527 -0.12601 0.54610
C -3.62464 -1.95482 2.62062
O -2.62778 -2.35956 1.62688
C -1.32184 -2.16469 1.94678
S -0.83221 -1.94534 3.53291
S -0.29484 -2.32606 0.59575
H -4.56382 -2.15781 2.16455
H -3.46370 -0.89753 2.87072
H -3.46586 -2.52104 3.55916
F -1.83471 5.85835 1.10715
C -1.74048 4.48938 0.98173
C -1.59714 3.97235 -0.27363
C -1.49787 2.59216 -0.43205
C -1.40525 1.74314 0.67769
C -1.65268 2.35528 1.91148
C -1.81871 3.71518 2.13192
H -1.57152 4.64014 -1.13567
H -1.35717 2.19200 -1.43426
H -1.82071 1.75758 2.80492
H -1.94751 4.15517 3.12465
C 3.00044 1.12064 2.77014
C 1.59973 0.88518 2.23770
N 1.61094 0.83100 0.78266
C 2.65550 -0.13407 0.31712
C 4.10793 0.39449 0.67450
N 3.87667 1.53559 1.60503
C 3.25561 2.71018 0.87454
C 1.90894 2.19057 0.30167
H 3.41376 0.23897 3.20364
H 3.10006 1.87467 3.55242
H 0.91237 1.65960 2.52710
H 1.18451 -0.04331 2.63518
H 2.57315 -0.19608 -0.76647
H 2.51549 -1.10910 0.72908
H 4.64617 0.75442 -0.19286
H 4.68117 -0.34942 1.26210
H 4.79282 1.83754 1.97099
H 4.02993 3.03233 0.17809
H 3.17836 3.51618 1.61595
H 1.89041 2.16482 -0.77994
H 1.10144 2.87370 0.58075
C -0.02045 -4.46967 -3.57364
C 0.51029 -3.82849 -2.31987
N 0.85892 -2.43940 -2.39973
C 0.03163 -1.41397 -2.70475
S 0.63510 -0.00374 -3.36473
N -1.27394 -1.61245 -2.50594
C -2.35083 -0.62613 -2.63741
C -3.68601 -1.31524 -2.54932
H -0.34867 -5.51162 -3.40093
H 0.68734 -4.47579 -4.40901
H -0.82091 -3.88448 -3.96023
H 1.41571 -4.31791 -1.98439
H -0.12412 -3.95243 -1.47445
H 1.77057 -2.23694 -2.73570
H -1.42108 -2.36667 -1.83216
H -2.25785 -0.14700 -3.58457
H -2.23523 0.18608 -1.96255
H -3.81349 -1.99098 -3.39232
H -4.47175 -0.56278 -2.62592
H -3.81691 -1.83619 -1.58916
*
```

The HOMO energy is -7.05 eV. As for the lowest unoccupied orbital energy: -0.75 eV. As for the energy relative to the best compared isomer or geometry (same formula, charge and spin): 0.00 kcal per mole. The total energy comes out at -108091.101 eV. The gap between HOMO and LUMO comes out at 6.3 eV.